DFT (ωB97M-V/def2-TZVPD) results for a 9-piece molecular cluster, C27H72O9 overall in a non-equilibrium geometry.

Structure (XYZ):
```
108
Properties=species:S:1:pos:R:3:lowdin_charge:R:1
C 4.460 -1.412 2.411 -0.06
C 3.607 -1.520 3.641 -0.50
C 4.367 -2.076 4.875 -0.05
O 2.977 -0.285 3.993 -0.05
H 5.213 -0.641 2.592 0.09
H 3.893 -1.206 1.504 0.07
H 5.047 -2.310 2.208 0.08
H 2.846 -2.304 3.577 0.11
H 5.307 -1.529 4.978 0.08
H 4.573 -3.131 4.698 0.08
H 3.724 -1.963 5.747 0.07
H 3.530 0.055 4.703 0.08
C -0.907 4.597 -2.460 -0.07
C -2.369 4.829 -2.826 -0.48
C -3.313 4.399 -1.690 -0.04
O -2.502 6.220 -3.133 -0.05
H -0.532 5.280 -1.696 0.08
H -0.313 4.836 -3.344 0.08
H -0.741 3.611 -2.023 0.07
H -2.677 4.295 -3.728 0.12
H -3.057 5.030 -0.837 0.09
H -3.079 3.377 -1.390 0.06
H -4.367 4.491 -1.942 0.08
H -2.427 6.303 -4.086 0.08
C -0.519 2.133 -4.988 -0.05
C -0.296 1.271 -6.241 -0.51
C -1.563 0.609 -6.725 -0.05
O 0.171 2.120 -7.232 -0.04
H -0.756 1.491 -4.133 0.07
H -1.306 2.887 -5.015 0.07
H 0.388 2.617 -4.622 0.07
H 0.426 0.492 -5.972 0.13
H -2.411 1.291 -6.808 0.09
H -1.869 -0.205 -6.068 0.05
H -1.400 0.244 -7.742 0.08
H 0.450 1.665 -8.030 0.09
C -1.204 -1.879 3.657 -0.05
C -0.145 -2.136 4.756 -0.24
O -0.504 -1.182 5.760 -0.18
C 0.381 -1.136 6.879 -0.27
C -0.101 -0.016 7.781 -0.08
H -1.020 -2.562 2.826 0.06
H -2.224 -2.015 4.017 0.08
H -1.212 -0.864 3.261 0.06
H -0.129 -3.107 5.258 0.12
H 0.861 -1.919 4.386 0.09
H 0.221 -2.025 7.503 0.11
H 1.437 -1.199 6.609 0.10
H 0.027 1.013 7.438 0.07
H 0.566 -0.028 8.650 0.07
H -1.120 -0.058 8.160 0.08
C -1.865 -3.088 -0.199 -0.04
C -1.334 -3.640 -1.558 -0.23
O -0.988 -2.537 -2.388 -0.22
C -0.676 -2.782 -3.761 -0.26
C -1.898 -2.526 -4.603 -0.07
H -2.499 -3.778 0.354 0.08
H -0.991 -2.745 0.351 0.04
H -2.512 -2.231 -0.391 0.07
H -0.486 -4.325 -1.491 0.10
H -2.118 -4.223 -2.052 0.11
H 0.154 -2.129 -4.043 0.12
H -0.223 -3.764 -3.928 0.12
H -2.695 -3.145 -4.184 0.08
H -1.692 -2.738 -5.649 0.08
H -2.235 -1.521 -4.350 0.07
C 2.539 3.537 -1.185 -0.08
C 2.739 3.175 0.236 -0.27
O 1.514 2.813 0.904 -0.19
C 1.709 2.642 2.296 -0.27
C 0.478 1.885 2.804 -0.05
H 1.894 4.417 -1.226 0.07
H 3.493 3.821 -1.633 0.08
H 2.070 2.823 -1.864 0.07
H 3.468 2.385 0.429 0.12
H 2.998 4.109 0.746 0.12
H 2.664 2.147 2.501 0.10
H 1.877 3.632 2.739 0.11
H 0.515 1.821 3.891 0.08
H 0.396 0.936 2.280 0.04
H -0.469 2.358 2.536 0.08
C 2.598 -3.593 0.152 -0.09
C 2.476 -5.014 -0.359 -0.34
O 3.748 -5.555 -0.538 -0.06
H 1.683 -3.026 0.331 0.05
H 3.224 -3.000 -0.517 0.08
H 3.090 -3.549 1.126 0.06
H 1.865 -5.003 -1.268 0.10
H 1.897 -5.600 0.357 0.12
H 4.130 -5.207 -1.348 0.09
C 0.551 -0.311 -0.016 -0.07
C -0.194 0.640 -1.009 -0.28
O -1.379 -0.029 -1.372 -0.12
H 1.576 -0.078 0.274 0.07
H 0.620 -1.269 -0.538 0.04
H -0.045 -0.545 0.866 0.06
H 0.336 0.761 -1.959 0.10
H -0.311 1.618 -0.545 0.09
H -1.199 -0.925 -1.697 0.03
C -3.681 0.924 0.623 -0.08
C -4.884 0.703 -0.308 -0.31
O -5.882 0.014 0.427 -0.09
H -3.323 -0.060 0.930 0.06
H -3.868 1.543 1.499 0.08
H -2.870 1.393 0.065 0.04
H -4.624 0.196 -1.237 0.11
H -5.283 1.699 -0.526 0.10
H -6.486 -0.500 -0.111 0.08
```

Output
Net charge ... 0
Structure (SMILES) ... CC(C)O.CC(C)O.CC(C)O.CCOCC.CCOCC.CCOCC.CCO.CCO.CCO
HOMO ... -0.346 Ha
Kohn-Sham gap ... 9.90 eV
Energy relative to the best compared isomer or geometry (same formula, charge and spin) ... 449.6 kJ/mol